1.
Below is a cluster of 2 separate species, C6H10O in total at a distorted geometry, with properties calculated with ωB97M-V/def2-TZVPD.

Last column: Mulliken charge in e.
Cartesian coordinates (Å):
C (0.42089, -0.55524, 1.96018)  -1.426
C (1.22527, -0.20761, 0.71283)  0.185
C (0.92562, -0.83177, -0.64402)  -0.927
C (0.65103, 0.64042, -0.37559)  -0.293
C (-0.78810, 1.02124, -0.43669)  -0.475
C (-1.47820, 0.06220, -1.34697)  -0.010
O (-1.05609, -0.19066, -2.49467)  -0.512
H (0.79317, -1.48317, 2.40498)  0.353
H (-0.64178, -0.71267, 1.73799)  0.333
H (0.48957, 0.23477, 2.72786)  0.327
H (2.25795, 0.03662, 0.93238)  0.431
H (0.41059, -0.48292, -2.28688)  0.477
H (0.15193, -1.59598, -0.69355)  0.273
H (1.36857, 1.33692, -0.83594)  0.282
H (-0.96483, 2.02523, -0.84310)  0.365
H (-1.28819, 0.99616, 0.53115)  0.265
H (-2.47739, -0.29352, -1.04996)  0.349

HOMO energy (spin up / spin down) = -7.5 / -7.5 eV
total charge = 0
2S+1 = 1
LUMO level (spin up / spin down) = 0.028 / 0.026 eV
ΔE to the lowest compared entry with this formula, charge and spin = 5.596 eV
DFT total energy = -8425.645 eV

***

2.
Below is the molecule C5H10O at a distorted geometry, with properties calculated with ωB97M-V/def2-TZVPD.

Last column: Mulliken charge in e.
Cartesian coordinates (Å):
C (-1.71592, -0.55220, -1.13207)  -1.089
C (-0.40912, 0.44966, -0.67565)  -0.805
C (0.32719, -0.01619, 0.54460)  0.910
O (-0.69981, -0.51902, 1.34197)  -0.610
C (1.74054, -0.50227, 0.68489)  -0.727
C (1.41840, 0.94529, 0.97100)  -0.720
H (-2.45085, 0.16818, -1.48000)  0.311
H (-2.39317, -1.29913, -0.60576)  0.393
H (-1.32021, -1.15853, -1.93446)  0.304
H (-0.89494, 1.38280, -0.36334)  0.290
H (0.26401, 0.67117, -1.52222)  0.404
H (-1.33036, -0.70802, 0.57429)  0.335
H (1.92819, -1.10956, 1.56772)  0.255
H (2.35784, -0.74809, -0.17598)  0.244
H (1.41225, 1.33024, 1.98304)  0.266
H (1.76597, 1.66568, 0.22199)  0.238

HOMO energy = -9.1 eV
total charge = 0
2S+1 = 1
SMILES string = CCC1(O)CC1
LUMO level = 1.025 eV
ΔE to the lowest compared entry with this formula, charge and spin = 2.703 eV
DFT total energy = -7392.063 eV

***

3.
Below is a structure of composition C53H51N7OPSSe2Y at a distorted geometry, with properties calculated with ωB97M-V/def2-TZVPD.

Last column: Mulliken charge in e.
Cartesian coordinates (Å):
Y (-0.84404, 0.26044, 0.76173)  0.104
C (4.37405, -1.63515, 1.39765)  -0.938
N (2.94231, -1.59817, 1.73217)  0.706
C (1.97572, -1.03096, 0.94669)  -0.952
N (0.84172, -1.11280, 1.61652)  1.547
C (1.02545, -1.83113, 2.78441)  -1.299
C (2.40327, -2.14609, 2.83969)  1.060
C (3.07631, -3.07661, 3.76588)  0.006
C (2.96509, -2.82292, 5.11974)  -0.307
C (3.61234, -3.55849, 6.08787)  -0.672
C (4.43773, -4.61425, 5.68073)  -0.567
C (4.59722, -4.79880, 4.27693)  -0.523
C (3.85978, -4.17828, 3.32152)  -0.841
C (-0.10566, -2.19110, 3.71937)  0.800
C (-0.94375, -1.36181, 4.41622)  -0.065
C (-1.88565, -1.86988, 5.25440)  -0.610
C (-2.00319, -3.24061, 5.53898)  -0.845
C (-1.19369, -4.09334, 4.78319)  -0.822
C (-0.18232, -3.58700, 3.96155)  -0.861
P (2.27267, -0.51431, -0.77976)  -0.809
C (1.76267, 1.18293, -0.89433)  -0.312
N (0.80344, 1.71860, -0.14346)  2.039
C (0.63896, 2.97074, -0.70258)  -1.748
C (1.53412, 3.18877, -1.71155)  0.789
N (2.21507, 1.99009, -1.85496)  0.495
C (3.28546, 1.64973, -2.76964)  -0.968
C (1.66691, 4.20184, -2.71038)  -0.895
C (2.57039, 5.23786, -2.61424)  0.011
C (2.76278, 6.17896, -3.62951)  -0.921
C (2.06693, 6.01187, -4.82774)  -0.451
C (1.15018, 4.96484, -4.94669)  -0.699
C (0.94838, 4.07531, -3.94515)  -0.147
C (-0.33631, 4.07895, -0.29753)  1.750
C (0.15262, 5.06179, 0.58100)  -0.316
C (-0.64501, 6.16341, 0.90945)  -1.248
C (-1.87364, 6.24782, 0.28514)  -0.659
C (-2.32069, 5.33070, -0.65565)  -1.336
C (-1.51891, 4.27720, -1.04597)  -0.135
C (0.78322, -1.24481, -1.50911)  -0.424
N (-0.38442, -1.38265, -0.93505)  0.645
C (-1.16066, -2.08199, -1.84795)  -0.848
C (-0.47590, -2.29702, -2.98179)  1.185
N (0.77397, -1.73440, -2.78535)  0.724
C (1.95066, -1.93315, -3.62657)  -1.256
C (-0.87778, -2.86843, -4.29781)  -0.460
C (-1.34550, -4.17586, -4.37801)  -0.014
C (-1.92872, -4.64346, -5.54732)  -0.889
C (-1.83525, -3.85795, -6.73551)  -0.589
C (-1.31764, -2.59612, -6.60134)  -0.647
C (-0.85794, -2.04450, -5.41046)  -0.389
C (-2.48570, -2.61360, -1.52323)  -0.228
C (-3.55749, -2.17058, -2.26368)  0.028
C (-4.80989, -2.80335, -2.15350)  -1.110
C (-4.96413, -3.84909, -1.19747)  -0.421
C (-3.91133, -4.29824, -0.45820)  -0.818
C (-2.66775, -3.70942, -0.63421)  0.339
H (4.96633, -1.29243, 2.21848)  0.422
H (4.79502, -2.68946, 1.14715)  0.285
H (4.57606, -0.96591, 0.58609)  0.375
H (2.36801, -2.04907, 5.46552)  0.526
H (3.38927, -3.31730, 7.07773)  0.483
H (5.11341, -5.10355, 6.38835)  0.377
H (5.39349, -5.51173, 3.90528)  0.310
H (4.02763, -4.40751, 2.32067)  0.746
H (-0.88600, -0.28156, 4.36203)  0.117
H (-2.57283, -1.20307, 5.77964)  0.445
H (-2.67767, -3.63566, 6.24970)  0.494
H (-1.26916, -5.13784, 4.88898)  0.536
H (0.51987, -4.23091, 3.48952)  0.524
H (2.96198, 0.88812, -3.52829)  0.098
H (3.57597, 2.50299, -3.29478)  0.556
H (4.12500, 1.34827, -2.17380)  0.434
H (3.20202, 5.27028, -1.72641)  0.431
H (3.42952, 7.02876, -3.54126)  0.434
H (2.19102, 6.63851, -5.66453)  0.470
H (0.67784, 4.93556, -5.96196)  0.366
H (0.25701, 3.23436, -4.06930)  0.429
H (1.22738, 5.01919, 0.83139)  0.661
H (-0.21713, 6.99578, 1.48043)  0.460
H (-2.57689, 7.04330, 0.65838)  0.346
H (-3.18322, 5.50481, -1.29714)  0.494
H (-1.89937, 3.66923, -1.79209)  0.911
H (2.02688, -1.12406, -4.34838)  0.347
H (2.79491, -2.08042, -3.02384)  0.491
H (1.84890, -2.88301, -4.21904)  0.331
H (-1.23559, -4.80190, -3.47254)  0.431
H (-2.31619, -5.62793, -5.58290)  0.481
H (-2.09263, -4.26185, -7.67619)  0.496
H (-1.08016, -2.07984, -7.52821)  0.327
H (-0.39865, -1.06290, -5.37986)  0.399
H (-3.29764, -1.40848, -2.95485)  0.649
H (-5.56491, -2.52522, -2.92011)  0.432
H (-5.85081, -4.49468, -1.16105)  0.404
H (-4.03250, -5.22846, 0.08516)  0.473
H (-1.80894, -4.07154, -0.11378)  0.575
C (1.61509, 3.10800, 2.71302)  -0.826
Se (0.32747, 1.68608, 3.43051)  0.280
C (-0.92197, 2.94983, 4.22039)  -1.110
C (-2.02195, 3.30135, 3.21564)  0.333
Se (-2.90925, 1.69562, 2.57218)  0.255
C (-4.40500, 2.53597, 1.62174)  -1.144
H (2.28531, 3.35247, 3.57403)  0.574
H (0.94253, 3.93346, 2.60215)  0.123
H (2.12743, 2.78546, 1.81620)  0.147
H (-0.34257, 3.82670, 4.52077)  0.529
H (-1.23842, 2.53433, 5.18728)  0.434
H (-1.70022, 3.78711, 2.29496)  -0.631
H (-2.71408, 3.97470, 3.67172)  0.683
H (-4.94875, 3.26797, 2.24129)  0.382
H (-5.11448, 1.78728, 1.30859)  0.427
H (-4.17582, 3.13568, 0.75370)  0.270
S (-2.63546, 1.12174, -0.96216)  -0.456
C (-1.77714, 1.08634, -2.41817)  0.516
N (-1.10004, 1.02753, -3.32467)  -0.543
O (-2.69444, -1.27570, 1.44868)  -0.444
H (-3.01557, -1.95592, 2.07320)  0.250
H (-3.10635, -1.49442, 0.56960)  0.195

HOMO energy = -12.8 eV
total charge = +2
2S+1 = 1
LUMO level = -4.565 eV
ΔE to the lowest compared entry with this formula, charge and spin = 2.592 eV
DFT total energy = -220118.073 eV

***

4.
Below is the ion C9H12N3 with charge +1 at a distorted geometry, with properties calculated with ωB97M-V/def2-TZVPD.

Last column: Mulliken spin population.
Cartesian coordinates (Å):
C (-2.54237, -0.63563, 0.91980)  0.019
C (-1.48167, 2.03133, -1.35535)  0.124
C (-0.16653, 1.86609, -1.34711)  0.035
C (-1.71852, 0.08935, 0.02500)  0.408
C (-2.39242, 1.06287, -0.76552)  0.106
C (-0.20985, -0.08590, -0.08165)  0.665
C (1.69287, -0.11027, 1.65368)  0.047
C (1.28643, -2.11315, 0.03009)  0.041
C (0.61623, -0.98318, 0.84467)  0.020
N (-3.23413, -1.12244, 1.68764)  0.309
N (0.48104, 0.76491, -0.86216)  0.030
N (-3.72105, 1.18594, -0.75185)  0.188
H (-1.84298, 2.91949, -1.91833)  0.015
H (0.55290, 2.41270, -1.90145)  0.007
H (1.18370, 0.52358, 2.41028)  -0.003
H (2.09843, 0.62522, 1.08086)  -0.003
H (2.40312, -0.73827, 2.09826)  0.003
H (1.89268, -1.58630, -0.74874)  -0.003
H (0.59547, -2.86838, -0.36445)  -0.003
H (1.85286, -2.65308, 0.65154)  0.004
H (-0.11645, -1.30615, 1.60290)  0.002
H (1.39847, 0.62078, -1.06836)  -0.003
H (-4.17800, 2.06211, -1.20876)  -0.006
H (-4.24225, 0.48902, -0.16328)  -0.005

HOMO energy (spin up / spin down) = -10.2 / -13.9 eV
total charge = +1
2S+1 = 3
LUMO level (spin up / spin down) = -4.329 / -7.784 eV
ΔE to the lowest compared entry with this formula, charge and spin = 1.148 eV
DFT total energy = -13986.862 eV

***

Q: Look up the ΔE to the lowest compared entry with this formula, charge and spin of the first one.
A: 5.596 eV